Formula: C42H114F2N18O12P6
Source: the Open Molecules 2025 dataset
Level of theory: ωB97M-V/def2-TZVPD

Summary:
2S+1: 1
HOMO energy: -8.17 eV
HOMO-LUMO gap: 8.3 eV
LUMO: 0.004 Ha
Total charge: 0
ΔE to the lowest compared entry with this formula, charge and spin: 3.421 eV

Each line ends with the Mulliken charge.
CARTESIAN COORDINATES (ANGSTROEM)
C  -4.501  -2.010  -4.242  -0.98
N  -5.408  -1.302  -3.267  0.39
C  -5.817  0.023  -3.723  -0.72
P  -5.741  -1.814  -1.677  0.40
O  -6.737  -1.114  -0.873  -0.89
N  -5.939  -3.562  -1.890  0.36
C  -7.041  -4.058  -2.671  -1.15
C  -5.674  -4.479  -0.787  -0.71
N  -4.149  -1.657  -0.975  0.51
C  -3.741  -0.340  -0.530  -1.01
C  -2.934  -2.537  -1.270  -0.84
H  -4.652  -3.084  -4.141  0.30
H  -3.503  -1.656  -3.982  0.10
H  -4.732  -1.723  -5.268  0.43
H  -6.771  0.352  -3.311  0.28
H  -5.886  -0.008  -4.810  0.37
H  -5.061  0.743  -3.412  0.04
H  -6.902  -3.571  -3.637  0.36
H  -7.075  -5.136  -2.825  0.35
H  -8.021  -3.717  -2.337  0.35
H  -6.551  -4.444  -0.141  0.44
H  -5.436  -5.497  -1.097  0.47
H  -4.832  -4.066  -0.231  -0.28
H  -3.896  -0.174  0.537  0.19
H  -2.759  -0.056  -0.908  0.26
H  -4.411  0.325  -1.075  0.26
H  -3.149  -3.570  -1.542  0.41
H  -2.386  -2.669  -0.337  0.22
H  -2.386  -2.074  -2.090  0.14
C  -5.801  -5.746  4.151  -1.03
N  -4.580  -6.328  4.699  0.31
C  -4.808  -6.873  6.027  -1.20
P  -3.411  -7.103  3.619  0.46
O  -3.939  -8.413  3.135  -0.83
N  -3.110  -6.001  2.362  0.52
C  -2.842  -6.377  0.964  -0.95
C  -2.978  -4.505  2.577  -1.51
N  -1.985  -7.155  4.532  0.13
C  -1.492  -5.995  5.287  -0.91
C  -0.865  -7.926  3.983  -1.13
H  -6.151  -4.817  4.602  0.29
H  -6.657  -6.383  4.375  0.39
H  -5.770  -5.536  3.082  0.25
H  -3.860  -7.211  6.446  0.33
H  -5.513  -7.702  6.098  0.29
H  -4.995  -5.954  6.582  0.45
H  -2.300  -5.533  0.537  0.32
H  -2.418  -7.373  0.835  0.34
H  -3.734  -6.474  0.346  0.15
H  -3.166  -4.207  3.609  0.28
H  -2.029  -4.079  2.250  0.58
H  -3.689  -3.898  2.017  0.43
H  -1.058  -5.314  4.556  0.22
H  -2.379  -5.582  5.766  0.24
H  -0.812  -6.356  6.060  0.46
H  -1.305  -8.844  3.591  0.42
H  -0.194  -8.266  4.771  0.37
H  -0.263  -7.455  3.206  0.31
C  2.752  -2.720  7.422  -1.09
N  1.825  -3.139  6.396  0.52
C  2.007  -4.492  6.002  -1.11
P  1.156  -2.106  5.218  0.30
O  1.321  -2.597  3.804  -0.98
N  -0.464  -2.092  5.729  1.00
C  -1.545  -1.933  4.732  -1.01
C  -0.888  -2.046  7.114  -1.23
N  1.707  -0.528  5.510  0.27
C  2.976  -0.338  4.912  -1.09
C  0.911  0.694  5.540  -1.02
H  2.795  -3.295  8.347  0.32
H  2.402  -1.734  7.728  0.32
H  3.749  -2.594  7.000  0.39
H  1.647  -5.182  6.765  0.30
H  3.071  -4.654  5.830  0.30
H  1.609  -4.603  4.993  0.36
H  -1.214  -2.222  3.735  -0.15
H  -2.402  -2.525  5.055  0.47
H  -1.879  -0.896  4.778  0.35
H  -1.194  -3.045  7.428  0.15
H  -0.038  -1.691  7.695  0.36
H  -1.635  -1.265  7.256  0.44
H  3.604  -1.140  5.301  0.29
H  2.813  -0.356  3.835  0.21
H  3.428  0.588  5.266  0.39
H  -0.089  0.466  5.909  0.26
H  1.068  1.144  4.560  0.31
H  1.315  1.440  6.223  0.33
C  -0.985  6.059  -3.018  -1.04
N  -1.204  4.851  -3.859  0.69
C  -0.442  4.973  -5.099  -1.10
P  -2.622  3.973  -3.637  0.04
O  -3.861  4.669  -4.015  -0.86
N  -2.182  2.479  -4.408  0.64
C  -3.227  1.806  -5.115  -1.25
C  -1.018  1.605  -4.218  -0.96
N  -2.481  3.573  -1.986  1.01
C  -1.319  3.003  -1.360  -0.89
C  -3.534  3.677  -1.072  -0.92
H  0.097  6.193  -3.009  0.29
H  -1.397  5.984  -2.011  0.24
H  -1.522  6.925  -3.403  0.32
H  0.585  5.279  -4.898  0.32
H  -0.953  5.719  -5.708  0.29
H  -0.518  4.023  -5.628  0.32
H  -3.138  1.922  -6.195  0.24
H  -3.238  0.767  -4.786  0.27
H  -4.186  2.235  -4.824  0.42
H  -0.948  0.894  -5.041  0.62
H  -0.099  2.169  -4.378  0.03
H  -1.116  0.968  -3.339  0.24
H  -1.393  2.960  -0.273  0.70
H  -1.197  1.944  -1.587  -0.51
H  -0.405  3.539  -1.616  -0.02
H  -3.254  4.026  -0.078  0.30
H  -3.849  2.651  -0.882  0.13
H  -4.411  4.235  -1.400  0.33
C  0.543  3.584  2.821  -0.17
N  1.568  4.547  3.237  0.19
C  1.134  5.652  4.062  -1.09
P  2.919  4.755  2.169  0.22
O  3.904  5.739  2.626  -0.85
N  3.597  3.136  2.067  0.89
C  2.922  2.093  1.297  -1.07
C  4.866  2.803  2.696  -1.17
N  2.283  5.006  0.624  0.45
C  0.971  5.574  0.294  -1.20
C  3.148  4.776  -0.536  -0.93
H  0.055  3.831  1.878  0.28
H  -0.225  3.488  3.588  0.66
H  1.116  2.661  2.735  -0.65
H  1.268  6.577  3.501  0.31
H  1.826  5.642  4.905  0.31
H  0.121  5.352  4.328  0.39
H  3.501  1.805  0.420  0.80
H  2.832  1.158  1.850  -0.21
H  1.915  2.469  1.111  0.12
H  5.699  3.111  2.064  0.22
H  4.817  3.295  3.667  0.33
H  4.861  1.717  2.798  0.39
H  1.039  6.281  -0.533  0.48
H  0.293  4.821  -0.108  0.51
H  0.481  6.109  1.108  0.36
H  2.673  4.990  -1.494  0.32
H  3.344  3.717  -0.703  0.11
H  4.034  5.410  -0.510  0.23
C  5.570  1.569  -4.621  -1.08
N  4.477  2.637  -4.263  0.28
C  3.269  2.092  -3.745  -0.61
P  4.886  4.273  -4.448  0.56
O  3.807  5.238  -4.004  -0.98
N  6.401  4.412  -3.655  0.26
C  6.363  4.158  -2.181  -0.76
C  7.287  5.472  -4.052  -1.06
N  5.258  4.262  -6.124  0.31
C  6.349  3.632  -6.846  -1.18
C  4.159  4.653  -7.038  -1.00
H  5.565  0.827  -3.822  0.31
H  6.545  2.057  -4.636  0.47
H  5.365  1.189  -5.622  0.19
H  2.532  2.881  -3.596  0.18
H  3.357  1.611  -2.771  0.17
H  2.762  1.398  -4.416  0.21
H  5.623  3.365  -2.071  0.04
H  7.314  3.817  -1.774  0.35
H  5.980  5.090  -1.766  0.42
H  8.169  5.551  -3.417  0.38
H  7.575  5.434  -5.102  0.26
H  6.717  6.401  -4.014  0.38
H  7.156  3.447  -6.137  0.35
H  5.982  2.698  -7.271  0.29
H  6.656  4.418  -7.535  0.42
H  4.394  5.387  -7.809  0.33
H  3.213  4.907  -6.559  0.14
H  3.911  3.717  -7.540  0.39
O  1.112  0.645  -1.762  0.08
C  0.761  0.028  -0.786  0.59
O  0.103  0.443  0.255  -0.50
C  0.197  -0.423  1.367  0.84
C  0.772  -1.655  0.813  0.39
F  -0.220  -2.541  0.640  -0.28
O  1.238  -1.214  -0.470  -0.50
H  0.860  0.040  2.098  -1.38
H  -0.808  -0.518  1.780  0.41
H  1.522  -2.121  1.452  0.23
O  4.644  -3.357  -6.227  -0.57
C  3.944  -2.863  -5.318  0.47
O  3.342  -3.578  -4.343  -0.35
C  2.619  -2.833  -3.472  -0.17
C  3.013  -1.427  -3.900  0.89
F  3.815  -0.834  -3.006  -0.30
O  3.709  -1.532  -5.119  -0.32
H  1.553  -3.056  -3.512  0.21
H  2.746  -3.059  -2.413  0.21
H  2.128  -0.798  -3.999  -0.08

Atomic forces in eV per Å
C -0.827 0.684 1.770
N -1.692 -0.714 -0.456
C 0.170 -0.098 0.422
P 3.416 -2.573 -1.358
O -0.388 0.616 -0.347
N 1.158 0.792 0.517
C -0.396 1.573 -1.463
C 0.144 1.561 0.761
N 0.423 -2.649 0.041
C -1.410 0.261 -1.004
C -1.843 0.479 0.412
H 0.438 0.053 0.105
H 0.388 -0.555 -0.427
H -0.171 0.144 0.138
H -0.015 -0.243 0.078
H -0.062 0.271 0.014
H -0.070 0.346 -0.257
H -0.399 -0.296 -0.478
H 0.442 0.046 0.297
H -0.196 -0.158 0.417
H -0.007 -0.570 0.405
H -0.130 0.115 -0.292
H -0.013 -0.301 0.254
H 0.380 0.043 0.088
H 0.307 -0.246 0.349
H -0.068 0.683 0.399
H -0.607 0.197 -0.348
H 0.380 0.551 -0.157
H 0.517 -0.063 0.243
C -0.469 -0.167 -0.213
N 1.577 -0.250 -1.812
C 1.601 0.853 -0.031
P -1.682 0.566 0.474
O 1.333 0.949 0.026
N -0.212 1.492 0.316
C -0.986 -0.112 0.195
C -0.467 -0.795 0.168
N 0.187 -0.395 0.301
C -1.422 -0.638 -0.628
C -0.989 -1.135 0.043
H 0.774 0.447 0.460
H -0.041 -0.550 -0.413
H 0.260 -0.343 -0.016
H 0.064 -0.298 -0.131
H -0.386 0.323 -0.048
H -0.946 -0.478 0.748
H 0.581 -0.496 -0.160
H 0.722 0.293 0.351
H -0.543 0.293 0.189
H 0.199 -0.441 0.089
H 0.510 -0.546 0.172
H -0.578 -0.453 -0.359
H 0.425 0.494 0.502
H 0.288 0.545 0.084
H 0.229 0.224 -0.178
H 0.171 -0.047 -0.333
H -0.014 0.294 0.244
H -0.140 0.448 -0.109
C -0.294 1.786 -0.152
N -0.098 1.251 -0.178
C 0.672 -0.431 -1.076
P -1.899 -0.071 1.049
O -0.175 0.693 1.239
N 0.439 -0.077 -2.001
C 0.499 0.216 1.112
C 1.081 0.371 -0.343
N -1.035 -1.279 1.225
C 0.890 0.059 0.244
C 0.386 -0.618 0.122
H -0.279 -0.604 -0.385
H 0.350 0.198 0.184
H 0.364 -0.208 0.243
H -0.200 -0.164 -0.266
H 0.352 -0.372 0.264
H -0.564 -0.588 0.302
H -0.035 0.033 0.142
H 0.010 -0.277 -0.192
H -0.168 0.252 -0.464
H -0.300 0.195 0.372
H -0.006 -0.373 0.342
H -0.441 -0.271 -0.036
H 0.464 -0.086 -0.717
H 0.886 0.083 -0.313
H 0.000 0.144 -0.240
H -0.183 0.212 -0.725
H -1.090 0.286 -0.303
H 0.351 -0.235 0.346
C -0.542 -0.677 -0.372
N 0.249 0.305 1.233
C -1.435 -0.334 -0.030
P 3.448 -1.309 0.876
O -0.187 -0.969 0.118
N -0.377 1.317 -0.064
C -0.974 0.184 0.173
C -0.176 0.665 -0.745
N 0.444 1.681 -1.113
C 0.751 -0.758 -0.353
C -2.097 -0.849 1.007
H -0.098 0.434 0.268
H 0.252 -0.601 0.110
H 0.317 0.243 -0.491
H 0.015 -0.195 0.004
H 0.357 0.247 -0.412
H 0.354 0.052 -0.091
H 0.081 -0.389 -0.201
H -0.146 -0.202 -0.424
H -0.138 -0.027 -0.201
H -0.483 0.015 -0.380
H 0.207 0.000 1.082
H 0.510 0.361 0.286
H -0.310 0.602 0.091
H 0.186 0.005 -0.336
H 0.076 -0.168 -0.191
H 0.352 0.544 -0.059
H -0.729 -0.252 0.346
H 0.239 0.062 -0.308
C 1.049 0.026 0.286
N 0.986 -0.236 -1.971
C 0.867 -0.520 -0.259
P -0.863 -2.460 -0.293
O 0.038 0.003 0.454
N -1.393 1.477 -0.570
C 0.479 0.684 0.399
C -1.136 0.296 -0.245
N -0.342 -0.141 0.231
C 0.045 0.013 -0.182
C -0.159 -0.133 -0.391
H -0.081 -0.065 -0.141
H 0.119 -0.060 0.093
H -0.800 -0.314 -0.008
H -0.641 0.372 0.426
H -0.453 0.542 0.405
H -0.023 0.988 0.379
H -0.250 0.205 -0.524
H -0.058 -0.097 0.551
H 0.298 -0.418 -0.890
H 0.287 0.058 0.334
H 0.861 -0.144 0.061
H 0.308 -0.029 0.288
H 0.437 0.257 0.117
H -0.118 -0.243 0.297
H 0.195 -0.209 0.219
H -0.488 0.587 0.221
H 0.622 -0.099 0.502
H 0.204 -0.350 0.123
C -1.479 2.126 0.579
N 2.272 -0.683 -0.046
C -1.086 0.565 0.633
P -0.139 -0.934 -0.586
O 1.461 -1.555 -0.876
N -0.430 -1.558 -0.245
C -0.982 0.302 -1.744
C -0.582 1.201 -0.524
N -1.178 2.302 1.242
C -0.343 0.877 1.337
C -0.130 -1.462 0.339
H -0.110 -0.173 -0.329
H -0.153 -0.035 0.122
H -0.102 -0.419 0.255
H 0.071 0.286 -0.008
H 0.255 -0.205 0.066
H 0.262 -0.245 -0.305
H -0.001 0.015 0.455
H 0.053 0.292 -0.186
H 0.247 -0.183 0.810
H -0.101 -0.196 -0.023
H 0.235 -0.491 0.037
H 0.308 0.618 0.374
H 0.108 -0.153 -0.263
H 0.381 0.024 -0.523
H 0.405 -0.664 -0.650
H 0.393 0.196 0.253
H 0.419 0.392 0.465
H -0.163 -0.076 -0.609
O -1.158 -0.888 0.873
C 2.476 -0.286 -0.417
O -1.622 2.227 0.277
C -0.371 1.471 0.963
C 0.564 0.075 -0.629
F -0.749 -1.207 -0.492
O 0.520 -1.389 -0.031
H -0.046 0.023 0.083
H 0.180 -0.305 0.065
H 0.309 0.064 -0.481
O -2.922 2.099 3.515
C 2.683 -1.758 -2.783
O 1.538 -2.400 -1.663
C -1.244 1.270 1.004
C -1.717 0.916 0.325
F 0.882 0.180 0.776
O -0.378 -1.094 0.230
H -0.276 0.307 -0.953
H 1.220 0.165 0.001
H 0.195 0.244 -0.301